Molecular formula: C50H52N12OS3W
Method: DFT, ωB97M-V/def2-TZVPD

XYZ file:
```
119
Properties=species:S:1:pos:R:3:forces:R:3:lowdin_charge:R:1
W 0.304 0.425 -1.193 1.416 -1.920 -0.694 0.937
C 2.356 0.958 -2.291 0.242 -0.149 -0.164 -0.226
C 1.270 1.243 -3.168 0.295 -0.044 -0.730 -0.280
C 0.753 -0.048 -3.579 -0.571 0.450 0.335 -0.201
C 1.524 -1.030 -2.884 -0.085 0.116 0.092 -0.086
C 2.570 -0.426 -2.166 -0.043 0.605 0.304 -0.231
C 3.858 -0.966 -1.571 0.053 -0.032 -0.069 -0.526
C 4.146 -0.316 -0.212 0.007 -0.030 0.030 -0.036
C 3.926 -2.491 -1.482 -0.033 -0.015 0.026 -0.035
C 4.970 -0.541 -2.555 -0.003 0.036 0.027 -0.034
C -0.214 -0.465 -4.697 0.098 -0.170 -0.132 -0.508
C 0.461 -0.201 -6.057 0.023 0.040 0.046 -0.042
C -0.446 -1.986 -4.659 0.000 -0.030 -0.003 -0.070
C -1.597 0.186 -4.648 0.047 -0.038 -0.042 -0.045
C 1.307 2.616 -3.883 -0.001 0.124 0.053 -0.498
C 0.038 3.110 -4.581 -0.006 -0.045 -0.029 -0.055
C 1.706 3.764 -2.943 -0.028 0.020 0.025 -0.060
C 2.439 2.490 -4.925 0.057 -0.023 0.047 -0.027
H 3.007 1.711 -1.888 0.057 -0.044 0.041 0.079
H 1.377 -2.091 -2.980 -0.045 0.044 0.009 0.094
H 3.275 -0.368 0.441 0.024 -0.007 0.004 0.047
H 4.410 0.738 -0.321 -0.039 -0.019 -0.011 0.085
H 4.985 -0.819 0.276 -0.006 0.025 -0.029 0.091
H 3.242 -2.914 -0.754 0.042 0.012 -0.004 0.045
H 4.937 -2.783 -1.191 -0.005 0.010 -0.031 0.090
H 3.719 -2.951 -2.451 -0.031 0.012 0.014 0.095
H 4.983 0.542 -2.693 0.017 -0.031 -0.004 0.083
H 4.822 -1.009 -3.530 0.000 0.021 0.003 0.094
H 5.945 -0.850 -2.171 -0.011 -0.003 -0.006 0.089
H 1.456 -0.656 -6.085 -0.012 0.022 -0.007 0.093
H 0.565 0.854 -6.291 -0.034 0.057 0.011 0.057
H -0.137 -0.658 -6.849 -0.008 -0.002 0.023 0.089
H 0.470 -2.539 -4.884 -0.033 0.007 0.026 0.086
H -1.176 -2.242 -5.429 -0.002 0.004 0.006 0.092
H -0.853 -2.309 -3.701 0.003 0.001 -0.006 0.037
H -1.574 1.258 -4.520 0.037 0.120 0.016 0.041
H -2.173 -0.241 -3.838 -0.047 -0.014 0.053 0.034
H -2.125 -0.036 -5.580 0.020 0.008 0.026 0.098
H -0.799 3.170 -3.889 -0.041 -0.024 0.016 0.049
H -0.253 2.508 -5.435 -0.007 -0.080 -0.049 0.064
H 0.228 4.121 -4.952 0.017 -0.045 0.008 0.092
H 0.878 4.054 -2.298 0.012 -0.006 0.006 0.064
H 1.964 4.630 -3.557 -0.017 -0.020 -0.005 0.094
H 2.567 3.541 -2.315 -0.015 0.041 -0.024 0.065
H 2.330 1.603 -5.547 0.016 0.019 -0.008 0.066
H 3.409 2.431 -4.425 -0.023 -0.023 -0.017 0.088
H 2.449 3.368 -5.575 -0.005 0.007 0.021 0.092
S -1.365 1.855 -1.579 -0.693 0.672 -0.072 0.718
C -1.127 3.346 -0.661 0.130 -0.078 -0.006 -0.579
C -2.108 4.323 -0.644 -0.022 0.094 0.049 -0.037
C -1.932 5.485 0.101 0.239 -0.222 0.003 -0.185
C -2.964 6.471 0.132 -0.235 0.204 -0.004 -0.182
N -3.812 7.249 0.139 0.065 -0.056 0.005 0.170
C -0.734 5.663 0.816 -0.020 -0.236 -0.141 -0.187
C 0.258 4.693 0.773 -0.032 0.037 0.001 -0.046
C 0.067 3.520 0.045 -0.100 -0.046 -0.059 -0.624
S 1.286 2.281 -0.018 0.409 0.639 0.417 0.719
C -0.524 6.838 1.605 -0.033 0.313 0.150 -0.180
N -0.360 7.778 2.245 0.036 -0.094 -0.028 0.172
H -3.024 4.180 -1.205 0.011 0.001 0.009 0.119
H 1.183 4.849 1.315 -0.018 0.007 -0.010 0.119
C -0.314 2.113 4.253 -0.042 -0.007 0.044 -0.068
N -0.544 1.301 3.071 0.109 -0.069 0.004 -0.126
C 0.317 0.747 2.219 -0.061 0.214 0.012 -0.218
N -0.332 0.281 1.163 -0.433 -0.062 0.086 -0.092
C -1.641 0.557 1.454 0.086 -0.114 -0.004 -0.213
N -1.804 1.181 2.591 -0.179 0.010 0.031 0.146
C -0.674 1.427 5.552 -0.033 -0.016 -0.041 -0.183
C -0.805 2.168 6.724 -0.026 0.029 -0.018 -0.029
C -1.141 1.542 7.916 0.007 0.019 0.002 -0.058
C -1.332 0.168 7.965 -0.022 -0.043 0.023 -0.011
C -1.189 -0.571 6.800 0.032 0.038 -0.081 -0.130
C -0.878 0.063 5.597 0.044 0.046 0.047 0.031
C -1.278 -2.027 6.770 0.013 -0.172 -0.012 -0.287
N -1.805 -2.895 7.564 -0.033 0.230 0.089 0.124
N -1.543 -4.143 7.015 0.056 -0.223 -0.127 0.123
C -0.878 -3.934 5.931 -0.098 0.094 0.144 -0.293
O -0.674 -2.617 5.712 0.031 0.047 -0.040 0.102
C -0.305 -4.833 4.934 0.077 0.042 -0.086 -0.129
C -0.703 -6.159 4.807 0.000 -0.002 0.014 -0.006
C -0.140 -6.941 3.811 0.001 0.003 0.005 -0.053
C 0.809 -6.409 2.947 0.020 -0.014 -0.015 -0.023
C 1.217 -5.088 3.080 0.047 -0.003 -0.007 -0.195
C 2.256 -4.490 2.162 -0.059 -0.074 0.015 -0.072
N 1.688 -3.608 1.150 -0.001 0.088 0.051 -0.110
C 1.607 -2.273 1.085 0.314 -0.090 0.007 -0.141
N 1.101 -1.904 -0.074 -0.398 0.001 0.031 -0.001
C 0.827 -3.102 -0.675 0.042 -0.004 0.084 -0.284
N 1.178 -4.148 0.027 -0.063 -0.007 -0.057 0.143
C 0.658 -4.308 4.076 -0.039 -0.050 0.011 0.029
H -0.927 3.003 4.122 0.028 0.060 0.023 0.137
H 0.730 2.429 4.246 0.031 -0.065 0.001 0.139
H 1.385 0.792 2.351 -0.039 -0.028 0.019 0.115
H -2.456 0.316 0.785 0.031 0.031 0.008 0.062
H -0.657 3.242 6.703 -0.007 -0.021 0.006 0.120
H -1.249 2.131 8.817 0.005 -0.011 -0.015 0.109
H -1.575 -0.332 8.894 0.002 0.015 -0.027 0.121
H -0.800 -0.523 4.693 0.001 -0.004 -0.002 0.119
H -1.451 -6.558 5.479 0.014 0.000 -0.012 0.122
H -0.449 -7.972 3.699 -0.002 0.012 0.003 0.110
H 1.233 -7.025 2.162 -0.013 0.009 0.015 0.117
H 2.768 -5.279 1.617 0.058 -0.007 -0.023 0.126
H 3.006 -3.924 2.714 -0.063 0.051 0.068 0.133
H 1.970 -1.627 1.868 -0.049 -0.018 -0.012 0.128
H 0.349 -3.200 -1.631 0.017 0.007 0.000 0.071
H 0.970 -3.278 4.194 -0.004 -0.001 -0.003 0.124
C -5.633 1.356 -0.346 0.005 0.022 0.028 -0.019
C -4.995 0.285 -1.173 0.107 -0.085 -0.067 -0.321
C -5.674 -0.401 -2.169 -0.026 -0.035 -0.043 -0.014
C -4.961 -1.365 -2.862 -0.035 0.091 0.048 -0.124
N -3.679 -1.617 -2.632 0.111 0.034 0.045 0.051
C -3.094 -0.894 -1.666 -0.234 -0.205 -0.119 -0.762
S -1.431 -1.347 -1.282 -0.341 -0.077 0.226 0.683
N -3.713 0.013 -0.918 -0.093 0.109 0.079 0.050
H -6.719 1.334 -0.421 0.003 -0.001 -0.008 0.077
H -5.284 2.334 -0.686 0.000 -0.011 0.010 0.081
H -5.336 1.250 0.697 -0.004 0.004 -0.002 0.084
H -6.716 -0.204 -2.386 0.023 -0.003 0.011 0.107
H -5.435 -1.954 -3.640 0.014 -0.007 0.011 0.110
```
Forces are in eV/Å.

## Properties
HOMO (alpha / beta): -7.14 / -7.13 eV
gap between HOMO and LUMO (alpha / beta): 6.70 / 6.70 eV
maximum force: 2.5 eV/Å
calculated total energy: -3930.54156 a.u.